Entry 1:
Density functional theory data (ωB97M-V with the def2-TZVPD basis set) for a molecular structure, C6H14S.

Calculated values
- highest occupied orbital energy (eV) = -7.1
- energy above the lowest of the compared OMol25 structures with the same formula, charge and spin (eV) = 7.925
- total charge = 0
- E_LUMO (hartree) = 0.0037

Element x y z (Å)
1 C 0.727 1.493 -1.182
2 C 0.051 -0.893 -0.567
3 C -0.096 -2.289 0.045
4 C -3.072 -0.426 0.206
5 C 2.380 0.872 0.874
6 C -2.160 0.227 0.896
7 S 1.384 -0.036 -0.606
8 H 1.527 2.053 -1.743
9 H -0.071 1.360 -1.850
10 H 0.027 -2.254 1.095
11 H 0.658 -2.944 -0.293
12 H -1.187 -2.601 -0.250
13 H 0.409 2.111 -0.374
14 H -3.813 -1.002 0.681
15 H -2.927 -0.361 -0.918
16 H 1.512 1.618 1.160
17 H 2.687 0.254 1.733
18 H 3.229 1.522 0.569
19 H -2.185 0.253 2.010
20 H -1.517 0.995 0.483
21 H 2.435 0.045 -1.969

---

Entry 2:
Density functional theory data (ωB97M-V with the def2-TZVPD basis set) for a molecular structure, C2H5NO2P.

Calculated values
- highest occupied orbital energy (eV) = -14.6
- energy above the lowest of the compared OMol25 structures with the same formula, charge and spin (eV) = 0.248
- total charge = +1
- E_LUMO (hartree) = -0.1864

Element x y z (Å)
1 C 2.568 1.243 -2.106
2 C 1.970 1.024 -0.916
3 N -0.857 -0.889 0.042
4 O 2.894 1.410 -3.195
5 O 0.155 1.605 0.680
6 P 0.200 1.066 -0.792
7 H 2.447 0.985 0.050
8 H -0.333 -1.780 0.084
9 H -1.645 -1.043 -0.497
10 H -1.194 -0.741 1.015
11 H -0.535 1.356 1.321

---

Entry 3:
Density functional theory data (ωB97M-V with the def2-TZVPD basis set) for 5 unconnected molecules or ions with the total composition C32H61N2O11.

Calculated values
- highest occupied orbital energy (eV) = -10.6
- total charge = +1
- E_LUMO (hartree) = -0.1521

Element x y z (Å)
1 O 2.358 2.090 2.514
2 C 2.245 1.297 1.628
3 O 1.751 1.757 0.385
4 C 0.559 0.997 0.068
5 C -0.718 1.917 -0.068
6 C -1.772 1.715 1.047
7 N -1.730 2.371 2.170
8 C -2.826 2.061 3.145
9 C -3.234 0.607 2.699
10 C -2.389 -0.435 3.530
11 C -1.007 -0.833 2.884
12 C -0.443 -2.215 3.398
13 O 0.429 -2.204 4.228
14 N -0.910 -3.504 2.880
15 C -0.885 -3.446 1.417
16 C 0.267 -3.859 0.629
17 C 0.207 -3.744 -0.842
18 C -0.993 -3.222 -1.495
19 C -2.168 -2.831 -0.705
20 C -2.108 -2.949 0.741
21 C -2.998 0.750 1.146
22 H 2.541 0.230 1.808
23 H 0.690 0.440 -0.901
24 H 0.461 0.215 0.865
25 H -1.191 1.829 -1.075
26 H -0.354 2.984 0.022
27 H -0.989 3.056 2.357
28 H -2.612 2.227 4.225
29 H -3.665 2.719 2.781
30 H -4.336 0.460 2.865
31 H -2.960 -1.369 3.775
32 H -2.145 0.061 4.512
33 H -0.997 -0.859 1.766
34 H -0.238 -0.071 3.200
35 H -1.869 -3.688 3.199
36 H 1.191 -4.263 1.102
37 H 1.060 -4.037 -1.495
38 H -1.092 -3.106 -2.604
39 H -3.106 -2.424 -1.157
40 H -2.975 -2.667 1.391
41 H -2.887 -0.278 0.705
42 H -3.850 1.237 0.585
43 C -8.674 -2.679 -2.112
44 O -8.906 -1.546 -1.287
45 C -8.370 -1.703 0.020
46 C -7.060 -0.946 0.174
47 O -6.032 -1.516 -0.632
48 C -5.801 -0.775 -1.820
49 H -8.907 -2.402 -3.140
50 H -7.634 -3.010 -2.066
51 H -9.334 -3.498 -1.809
52 H -8.241 -2.762 0.265
53 H -9.101 -1.282 0.717
54 H -6.730 -1.026 1.216
55 H -7.194 0.116 -0.057
56 H -5.262 0.150 -1.582
57 H -6.730 -0.536 -2.341
58 H -5.180 -1.381 -2.483
59 C 0.092 -0.765 -4.138
60 O -1.084 -1.404 -4.609
61 C -2.104 -0.472 -4.957
62 C -2.185 -0.272 -6.462
63 O -1.021 0.374 -6.960
64 C -0.118 -0.531 -7.583
65 H 0.893 -1.504 -4.104
66 H 0.400 0.053 -4.792
67 H -0.078 -0.382 -3.123
68 H -1.951 0.483 -4.444
69 H -3.052 -0.895 -4.609
70 H -3.033 0.382 -6.684
71 H -2.352 -1.225 -6.974
72 H -0.509 -0.832 -8.559
73 H 0.059 -1.416 -6.967
74 H 0.830 -0.014 -7.729
75 C 4.494 -1.095 5.752
76 O 5.480 -0.328 6.424
77 C 6.796 -0.588 5.942
78 C 7.269 0.509 5.003
79 O 6.515 0.520 3.795
80 C 5.535 1.545 3.777
81 H 3.515 -0.689 6.008
82 H 4.616 -1.055 4.667
83 H 4.542 -2.137 6.089
84 H 6.846 -1.567 5.456
85 H 7.455 -0.610 6.815
86 H 8.309 0.311 4.728
87 H 7.232 1.487 5.495
88 H 6.016 2.516 3.620
89 H 4.951 1.567 4.700
90 H 4.858 1.352 2.945
91 C 5.947 1.840 -3.145
92 O 4.654 2.227 -2.702
93 C 4.558 2.287 -1.283
94 C 4.632 3.720 -0.782
95 O 5.918 4.283 -1.007
96 C 5.944 5.151 -2.132
97 H 6.009 2.032 -4.217
98 H 6.735 2.406 -2.643
99 H 6.094 0.769 -2.969
100 H 5.330 1.668 -0.814
101 H 3.584 1.873 -1.014
102 H 4.470 3.722 0.301
103 H 3.851 4.335 -1.241
104 H 5.447 6.094 -1.884
105 H 5.465 4.700 -3.004
106 H 6.986 5.357 -2.376

---

Entry 4:
Density functional theory data (ωB97M-V with the def2-TZVPD basis set) for 5 unconnected molecules or ions with the total composition C22H54FN9O11PSi.

Calculated values
- highest occupied orbital energy (eV) = -11.5
- total charge = +1
- E_LUMO (hartree) = -0.0995

Element x y z (Å)
1 C -4.749 3.398 1.492
2 C -4.325 2.625 2.731
3 O -2.909 2.643 2.786
4 C -4.948 1.231 2.830
5 O -5.057 0.451 1.628
6 N -3.829 -0.097 1.212
7 C -3.117 -0.967 2.124
8 C -1.704 -0.504 2.459
9 C -0.982 -1.706 3.070
10 C -1.005 0.073 1.212
11 C -0.739 -0.974 0.115
12 C 0.608 -1.695 0.080
13 O 1.533 -0.863 -0.589
14 Si 3.194 -1.118 -0.542
15 C 3.584 -2.931 -0.357
16 C 3.961 -0.150 0.862
17 C 3.893 -0.516 -2.155
18 P 0.536 0.900 1.894
19 N 0.242 1.882 3.067
20 N -1.920 1.136 0.619
21 C -1.288 2.101 -0.317
22 C -0.791 3.373 0.401
23 C -1.448 4.637 -0.137
24 N -0.886 5.010 -1.437
25 C -3.136 0.653 0.294
26 N -3.710 0.835 -0.887
27 C -5.036 0.353 -1.282
28 C -6.162 1.364 -1.061
29 F -7.108 1.162 -2.051
30 H -5.805 3.230 1.273
31 H -4.138 3.132 0.625
32 H -4.616 4.468 1.659
33 H -4.721 3.161 3.606
34 H -2.598 2.361 3.657
35 H -4.463 0.668 3.635
36 H -5.986 1.378 3.143
37 H -3.070 -1.971 1.685
38 H -3.692 -1.057 3.044
39 H -1.731 0.279 3.223
40 H -1.513 -2.008 3.977
41 H 0.040 -1.474 3.371
42 H -0.972 -2.567 2.395
43 H -1.532 -1.733 0.146
44 H -0.813 -0.481 -0.859
45 H 0.968 -1.976 1.077
46 H 0.463 -2.630 -0.475
47 H 3.220 -3.468 -1.237
48 H 3.160 -3.378 0.546
49 H 4.674 -3.015 -0.297
50 H 5.035 -0.064 0.669
51 H 3.550 0.861 0.926
52 H 3.843 -0.637 1.835
53 H 4.856 -0.041 -1.959
54 H 3.247 0.204 -2.661
55 H 4.048 -1.378 -2.809
56 H 1.088 1.455 0.737
57 H 1.362 -0.188 2.192
58 H 0.722 1.653 3.929
59 H -0.483 1.601 -0.864
60 H -2.012 2.428 -1.062
61 H -0.923 3.277 1.477
62 H 0.285 3.481 0.220
63 H -2.538 4.507 -0.195
64 H -1.267 5.444 0.578
65 H -1.573 5.359 -2.088
66 H -0.372 4.262 -1.880
67 H -3.208 1.363 -1.579
68 H -5.223 -0.601 -0.791
69 H -4.989 0.178 -2.358
70 H -5.784 2.386 -1.159
71 H -6.650 1.236 -0.098
72 C 6.266 -6.114 -1.168
73 N 5.884 -5.180 -2.263
74 O 5.167 -5.599 -3.146
75 O 6.317 -4.048 -2.194
76 H 5.808 -7.075 -1.369
77 H 7.350 -6.175 -1.162
78 H 5.908 -5.680 -0.240
79 C 7.741 1.854 -4.371
80 N 6.385 1.640 -3.795
81 O 6.175 2.024 -2.663
82 O 5.571 1.090 -4.507
83 H 8.350 2.351 -3.626
84 H 8.135 0.877 -4.633
85 H 7.617 2.457 -5.265
86 C 4.109 -1.645 -5.585
87 N 4.054 -1.474 -7.063
88 O 5.078 -1.183 -7.641
89 O 2.972 -1.638 -7.588
90 H 5.125 -1.463 -5.260
91 H 3.423 -0.924 -5.152
92 H 3.794 -2.661 -5.364
93 C -5.348 -2.094 5.167
94 N -4.179 -1.697 6.000
95 O -3.453 -0.811 5.572
96 O -4.021 -2.279 7.043
97 H -5.331 -1.488 4.269
98 H -5.242 -3.150 4.937
99 H -6.250 -1.930 5.749